# 1
Entry from OMol25: one molecule with the formula C2H4O2S at a distorted geometry (ωB97M-V/def2-TZVPD).

Calculated values
- DFT total energy: -17065.92867 eV

Structure (ORCA input):
```
! wB97M-V def2-TZVPD RIJCOSX def2/J DEFGRID3
* xyz 0 1
C 1.948 0.149 0.311
C -1.510 0.353 -0.321
O -0.054 -1.754 0.475
O 2.365 1.216 0.015
S 0.111 -0.666 -0.458
H 2.544 -0.732 0.909
H -2.344 -0.467 -0.573
H -1.319 1.237 -1.011
H -1.742 0.663 0.653
*
```

***

# 2
Entry from OMol25: C5H9N3O as an isolated structure at a distorted geometry (ωB97M-V/def2-TZVPD).

Calculated values
- DFT total energy: -11845.66986 eV

Structure (ORCA input):
```
! wB97M-V def2-TZVPD RIJCOSX def2/J DEFGRID3
* xyz 0 1
C -1.224 1.270 -0.803
N 1.405 0.254 -0.157
C 1.178 0.575 1.758
C 0.266 -0.663 0.029
C -1.090 -0.044 -0.093
N 2.662 -0.343 -0.403
C -2.139 -0.676 0.435
N 0.536 -1.905 -0.109
O 0.742 1.617 2.003
H 1.263 1.113 -0.678
H 3.183 -0.340 0.474
H 2.461 -1.324 -0.625
H -0.279 -2.496 -0.224
H -0.717 2.063 -0.253
H -0.805 1.219 -1.811
H -2.272 1.551 -0.882
H -2.042 -1.620 0.944
H -3.129 -0.250 0.394
*
```

***

# 3
Entry from OMol25: one molecule with the formula C4H5NOS2 at a distorted geometry (ωB97M-V/def2-TZVPD).

Calculated values
- SMILES: OC(=S)[C@H]1CC(=S)N1
- DFT total energy: -29436.17992 eV

Structure (ORCA input):
```
! wB97M-V def2-TZVPD RIJCOSX def2/J DEFGRID3
* xyz 0 1
O 0.248 -1.866 -0.974
C 1.159 -1.074 -0.426
S 2.745 -1.183 -0.741
C 0.586 0.000 0.479
C 0.029 1.258 -0.265
C -1.293 0.967 0.446
S -2.698 1.713 0.672
N -0.809 -0.251 0.913
H -0.634 -1.616 -0.583
H 1.283 0.235 1.287
H 0.479 2.206 0.006
H -0.007 1.186 -1.341
H -1.086 -0.709 1.735
*
```

***

# 4
Entry from OMol25: a 2-piece molecular cluster, C5H7NO overall at a distorted geometry (ωB97M-V/def2-TZVPD).

Calculated values
- DFT total energy: -8830.03658 eV

Structure (ORCA input):
```
! wB97M-V def2-TZVPD RIJCOSX def2/J DEFGRID3
* xyz 0 1
C -2.866 -0.105 -0.043
C -1.623 -0.473 0.371
C -0.232 -0.063 0.435
C 0.030 1.403 0.681
C 0.859 -0.837 -0.255
N -3.871 0.328 -0.426
O -0.956 -0.749 1.488
H -2.930 -2.643 -0.896
H 0.933 1.543 1.270
H -0.806 1.853 1.213
H 0.151 1.909 -0.275
H 0.609 -1.893 -0.329
H 1.787 -0.737 0.305
H 1.006 -0.438 -1.254
*
```

***

# 5
Entry from OMol25: a 2-piece molecular cluster, C3H10N2O3S overall at a distorted geometry (ωB97M-V/def2-TZVPD).

Calculated values
- DFT total energy: -23225.14221 eV

Structure (ORCA input):
```
! wB97M-V def2-TZVPD RIJCOSX def2/J DEFGRID3
* xyz 0 1
C 0.095 0.058 -2.478
C 1.552 0.161 1.940
C -1.918 -0.004 1.157
N 0.919 -1.039 -2.107
N 0.335 0.126 1.242
O -1.015 -2.228 -1.050
O 1.305 -3.034 -0.554
O -0.782 -0.025 2.048
S 0.343 -1.937 -0.732
H -1.013 -0.245 -2.183
H 0.333 0.901 -1.883
H 0.319 0.391 -3.557
H 2.494 0.236 1.373
H 1.443 1.036 2.737
H 1.679 -0.762 2.478
H -2.602 -0.679 1.437
H -1.460 -0.317 0.194
H -2.502 0.915 1.352
H 1.833 -0.730 -1.896
*
```

***

# 6
Entry from OMol25: a 2-piece molecular cluster, C2Cl2N2 overall at a distorted geometry (ωB97M-V/def2-TZVPD).

Calculated values
- SMILES: N#CC#N.ClCl
- DFT total energy: -30096.46934 eV

Structure (ORCA input):
```
! wB97M-V def2-TZVPD RIJCOSX def2/J DEFGRID3
* xyz 0 1
N -0.290 1.190 -0.577
C -0.990 0.350 -0.248
C -1.770 -0.680 0.119
N -2.484 -1.518 0.457
Cl 2.784 -0.594 -0.341
Cl 2.751 1.252 0.590
*
```

***

# 7
Entry from OMol25: a 2-piece molecular cluster, C4H9NO overall (ωB97M-V/def2-TZVPD).

Calculated values
- DFT total energy: -7829.40658 eV

Structure (ORCA input):
```
! wB97M-V def2-TZVPD RIJCOSX def2/J DEFGRID3
* xyz 0 1
C 0.155 -1.751 -1.292
C -0.826 -0.613 -1.282
C -1.493 -0.278 -0.178
C 0.676 0.934 1.261
O 1.020 1.473 0.085
N 1.009 1.778 2.233
H 0.989 -1.622 -1.990
H -0.397 -2.645 -1.603
H 0.555 -1.936 -0.289
H 0.640 0.871 -0.580
H -1.060 -0.140 -2.236
H -2.307 0.440 -0.175
H -1.198 -0.693 0.781
H 1.450 2.682 2.090
H 0.788 1.500 3.174
*
```

***

# 8
Entry from OMol25: a 2-piece molecular cluster, C8H10O2 overall at a distorted geometry (ωB97M-V/def2-TZVPD).

Calculated values
- SMILES: c1ccccc1.CC(=O)O
- DFT total energy: -12552.50586 eV

Structure (ORCA input):
```
! wB97M-V def2-TZVPD RIJCOSX def2/J DEFGRID3
* xyz 0 1
C -2.075 -1.513 0.868
C -1.630 -2.061 -0.328
C -0.284 -2.010 -0.646
C 0.620 -1.421 0.240
C 0.167 -0.893 1.453
C -1.196 -0.909 1.759
H -3.139 -1.528 1.093
H -2.345 -2.531 -0.990
H 0.087 -2.428 -1.575
H 1.683 -1.436 -0.005
H 0.887 -0.414 2.116
H -1.557 -0.425 2.656
C 1.591 2.215 -1.597
C 0.768 2.438 -0.382
O 0.393 3.501 -0.011
O 0.600 1.233 0.156
H 1.768 3.168 -2.029
H 2.684 1.874 -1.219
H 1.030 1.570 -2.339
H -0.049 1.569 0.780
*
```

***

# 9
Entry from OMol25: one molecule with the formula C11H18OSi at a distorted geometry (ωB97M-V/def2-TZVPD).

Calculated values
- SMILES: C/C=C/C1=C(O[Si](C)(C)C)CC=C1
- DFT total energy: -21620.99910 eV

Structure (ORCA input):
```
! wB97M-V def2-TZVPD RIJCOSX def2/J DEFGRID3
* xyz 0 1
C -3.684 1.331 1.759
C -2.388 0.605 1.327
C -1.271 0.619 2.034
C 0.183 -0.264 1.571
C 1.419 -0.569 0.764
O 1.651 -0.092 -0.448
Si 0.908 0.324 -1.855
C -0.513 1.629 -1.629
C 0.238 -1.303 -2.573
C 2.299 1.136 -2.915
C 2.147 -1.726 1.350
C 1.353 -2.111 2.619
C 0.317 -1.273 2.583
H -4.118 1.982 1.000
H -3.671 1.831 2.648
H -4.358 0.494 1.806
H -2.558 0.029 0.401
H -1.114 1.170 2.931
H -1.289 1.466 -0.918
H 0.108 2.528 -1.215
H -0.748 1.828 -2.654
H -0.155 -1.141 -3.598
H 1.031 -2.070 -2.543
H -0.549 -1.916 -2.111
H 2.604 2.076 -2.452
H 3.360 0.508 -2.874
H 2.213 1.380 -3.992
H 3.250 -1.398 1.736
H 2.305 -2.563 0.700
H 1.441 -3.031 3.181
H -0.412 -1.480 3.367
*
```

***

# 10
Entry from OMol25: a 12-piece molecular cluster, C58H103N11O15 overall at a distorted geometry (ωB97M-V/def2-TZVPD).

Calculated values
- SMILES: O=[N+]([O-])c1ccccc1.O=[N+]([O-])c1ccccc1.O=[N+]([O-])c1ccccc1.O=[N+]([O-])c1ccccc1.COC[C@H](C)N.COC[C@H](C)N.COC[C@H](C)N.COC[C@H](C)N.COC[C@H](C)N.COC[C@H](C)N.COC[C@H](C)N.c1ccccc1
- DFT total energy: -108899.16127 eV

Structure (ORCA input):
```
! wB97M-V def2-TZVPD RIJCOSX def2/J DEFGRID3
* xyz 0 1
O -22.995 6.137 -7.496
N -22.115 6.846 -7.128
O -21.640 7.693 -7.798
C -21.327 6.501 -5.898
C -20.044 7.011 -5.684
C -19.299 6.665 -4.486
C -19.920 5.830 -3.569
C -21.194 5.422 -3.746
C -21.908 5.764 -4.887
H -19.651 7.606 -6.495
H -18.239 6.857 -4.401
H -19.476 5.396 -2.685
H -21.628 4.803 -2.974
H -22.946 5.474 -4.957
O -26.621 10.254 -2.662
N -26.321 10.360 -3.848
O -25.138 10.572 -4.140
C -27.239 10.183 -4.962
C -28.502 9.648 -4.759
C -29.428 9.627 -5.835
C -29.069 10.097 -7.080
C -27.717 10.528 -7.324
C -26.821 10.523 -6.224
H -28.898 9.503 -3.764
H -30.457 9.343 -5.668
H -29.778 10.027 -7.892
H -27.486 10.787 -8.347
H -25.795 10.835 -6.353
O -32.889 5.821 7.579
N -32.039 5.853 6.654
O -31.734 4.873 6.042
C -31.324 7.092 6.336
C -31.420 8.182 7.223
C -30.738 9.389 6.989
C -30.055 9.521 5.817
C -29.946 8.442 4.940
C -30.634 7.274 5.176
H -32.053 8.068 8.090
H -30.876 10.203 7.685
H -29.581 10.447 5.527
H -29.408 8.647 4.026
H -30.458 6.533 4.409
O -19.666 7.731 7.762
N -20.573 8.374 7.212
O -21.336 9.058 7.868
C -20.690 8.433 5.765
C -19.871 7.607 4.934
C -20.027 7.600 3.565
C -20.873 8.541 2.968
C -21.706 9.369 3.788
C -21.622 9.313 5.140
H -19.156 6.917 5.359
H -19.350 6.914 3.077
H -20.832 8.730 1.905
H -22.346 10.096 3.311
H -22.192 9.962 5.788
C -28.432 -1.336 10.349
O -28.841 -2.537 10.907
C -28.252 -2.717 12.153
C -28.829 -4.078 12.778
C -28.282 -4.312 14.221
N -28.413 -5.232 11.989
H -29.016 -0.532 10.797
H -28.644 -1.262 9.283
H -27.369 -1.178 10.534
H -27.167 -2.795 12.086
H -28.506 -1.936 12.870
H -29.914 -3.995 12.725
H -28.741 -5.199 14.658
H -28.685 -3.446 14.747
H -27.196 -4.291 14.309
H -27.453 -5.344 12.285
H -28.816 -6.056 12.414
C -32.969 4.585 -6.590
O -34.048 5.500 -6.859
C -34.394 5.708 -8.192
C -35.728 6.563 -8.469
C -36.959 6.186 -7.645
N -36.181 6.517 -9.814
H -32.779 4.584 -5.516
H -31.987 4.850 -6.982
H -33.196 3.548 -6.834
H -33.619 6.328 -8.644
H -34.372 4.697 -8.598
H -35.411 7.576 -8.221
H -37.707 6.979 -7.672
H -36.788 5.944 -6.596
H -37.533 5.358 -8.061
H -36.352 5.572 -10.126
H -37.097 6.916 -9.961
C -33.242 -5.193 9.011
O -32.351 -4.693 8.007
C -33.061 -4.145 6.889
C -32.113 -3.384 5.978
C -32.802 -3.002 4.652
N -30.902 -4.179 5.688
H -33.842 -4.297 9.169
H -32.752 -5.535 9.923
H -33.787 -6.029 8.571
H -33.675 -4.821 6.294
H -33.836 -3.444 7.200
H -31.833 -2.462 6.489
H -33.777 -3.481 4.572
H -32.198 -3.413 3.842
H -32.754 -1.928 4.474
H -30.477 -3.498 5.076
H -31.060 -4.946 5.051
C -25.425 0.865 -5.998
O -24.294 0.199 -5.566
C -23.833 -0.817 -6.474
C -23.481 -0.346 -7.975
C -23.042 -1.542 -8.872
N -22.351 0.589 -7.816
H -26.238 0.172 -6.214
H -25.188 1.463 -6.877
H -25.754 1.579 -5.243
H -22.951 -1.240 -5.993
H -24.664 -1.523 -6.493
H -24.393 0.038 -8.432
H -22.080 -1.911 -8.516
H -22.889 -1.274 -9.917
H -23.780 -2.340 -8.798
H -22.196 1.046 -8.703
H -22.686 1.273 -7.153
C -20.397 0.375 3.796
O -21.495 0.382 4.650
C -21.551 -0.664 5.569
C -22.386 -0.328 6.833
C -21.909 0.969 7.513
N -22.371 -1.424 7.783
H -20.329 1.206 3.094
H -20.381 -0.598 3.304
H -19.498 0.398 4.411
H -21.883 -1.562 5.047
H -20.565 -0.915 5.962
H -23.419 -0.166 6.522
H -20.884 0.834 7.859
H -22.661 1.199 8.267
H -21.885 1.784 6.789
H -22.862 -2.168 7.308
H -21.420 -1.761 7.795
C -23.739 -7.009 -0.587
O -24.634 -5.923 -0.360
C -24.649 -5.407 0.925
C -25.682 -4.314 0.999
C -25.647 -3.325 -0.185
N -25.739 -3.450 2.188
H -22.707 -6.722 -0.384
H -23.800 -7.210 -1.657
H -23.999 -7.893 -0.004
H -24.898 -6.194 1.638
H -23.660 -4.988 1.113
H -26.580 -4.918 0.864
H -24.674 -2.837 -0.129
H -26.445 -2.594 -0.054
H -25.775 -3.733 -1.187
H -25.523 -4.036 2.982
H -24.917 -2.878 2.055
C -27.022 5.702 9.668
O -27.008 5.564 11.116
C -28.062 6.168 11.831
C -27.672 7.608 12.333
C -26.330 7.739 13.060
N -28.705 8.121 13.164
H -27.865 5.170 9.228
H -26.068 5.505 9.179
H -27.091 6.752 9.383
H -28.922 6.164 11.161
H -28.376 5.506 12.638
H -27.691 8.104 11.363
H -26.034 8.644 13.591
H -25.541 7.658 12.313
H -26.180 6.949 13.796
H -28.398 7.775 14.062
H -28.534 9.100 13.344
C -26.111 4.766 1.232
C -25.895 4.043 2.357
C -26.884 3.126 2.737
C -28.029 2.910 1.969
C -28.235 3.756 0.877
C -27.259 4.681 0.465
H -25.387 5.547 1.053
H -25.075 4.258 3.026
H -26.761 2.488 3.600
H -28.706 2.125 2.274
H -29.174 3.684 0.348
H -27.395 5.312 -0.401
*
```

***

# 11
Entry from OMol25: a 4-piece molecular cluster, C21H36Br2F10O8S3 overall at a distorted geometry (ωB97M-V/def2-TZVPD).

Calculated values
- DFT total energy: -238503.78005 eV

Structure (ORCA input):
```
! wB97M-V def2-TZVPD RIJCOSX def2/J DEFGRID3
* xyz 0 1
O 4.756 3.375 3.398
C 5.716 3.279 2.639
O 6.164 4.325 1.897
C 6.461 2.003 2.393
C 5.929 1.365 1.090
C 4.542 0.761 1.304
C 3.541 1.091 0.218
F 3.335 2.430 0.179
Br 4.322 0.602 -1.542
O 2.367 0.394 0.289
C 1.542 0.735 1.405
C 0.596 1.898 1.139
C -0.589 1.568 0.261
O -1.221 2.810 -0.019
C -2.502 2.672 -0.588
C -3.554 3.339 0.282
F -4.726 3.356 -0.420
F -3.173 4.617 0.564
C -3.779 2.631 1.639
F -3.884 1.296 1.422
F -2.675 2.833 2.403
C -5.025 3.136 2.444
F -4.623 3.511 3.689
F -5.591 4.216 1.863
C -6.121 2.088 2.668
F -6.588 1.620 1.487
F -5.643 1.064 3.416
C 0.779 -0.545 1.777
F 0.294 -1.187 0.693
O -0.276 -0.298 2.648
C 0.120 -0.217 3.984
Br -1.480 0.147 5.020
H 6.002 5.130 2.394
H 7.499 2.259 2.211
H 6.347 1.349 3.244
H 6.647 0.627 0.756
H 5.884 2.153 0.347
H 4.149 1.218 2.213
H 4.548 -0.308 1.474
H 2.119 0.965 2.296
H 1.093 2.762 0.716
H 0.203 2.213 2.103
H -0.295 1.053 -0.656
H -1.308 0.941 0.780
H -2.523 3.206 -1.536
H -2.759 1.631 -0.757
H -6.941 2.559 3.210
H 1.494 -1.221 2.262
H 0.788 0.618 4.160
H 0.518 -1.153 4.359
C -3.067 6.053 -5.184
S -2.670 4.560 -4.267
O -3.146 4.771 -2.873
C -0.891 4.813 -4.250
H -4.150 6.115 -5.267
H -2.689 6.923 -4.646
H -2.625 5.995 -6.178
H -0.662 5.767 -3.776
H -0.512 4.791 -5.272
H -0.444 4.002 -3.678
C 1.512 -3.086 -1.858
S 1.891 -4.395 -0.693
O 3.363 -4.619 -0.738
C 1.123 -5.722 -1.624
H 1.944 -2.161 -1.478
H 1.944 -3.321 -2.832
H 0.430 -2.975 -1.936
H 1.591 -5.793 -2.607
H 0.056 -5.532 -1.719
H 1.269 -6.648 -1.077
C -2.952 -9.292 -1.994
S -1.624 -9.194 -0.787
O -0.996 -7.855 -0.943
C -0.542 -10.375 -1.601
H -3.725 -8.588 -1.696
H -2.570 -9.026 -2.980
H -3.361 -10.303 -2.001
H -0.326 -10.035 -2.614
H -1.023 -11.353 -1.620
H 0.380 -10.433 -1.027
*
```